{"formula": "H33O16", "method": "ωB97M-V/def2-TZVPD", "e_above_lowest_kcal_mol": 191.5, "homo_lumo_gap_ha": 0.377, "charge": 1, "elements": ["O", "H", "H", "O", "H", "H", "O", "H", "H", "O", "H", "H", "O", "H", "H", "O", "H", "H", "O", "H", "H", "O", "H", "H", "O", "H", "O", "H", "H", "O", "H", "H", "O", "H", "H", "O", "H", "H", "O", "H", "H", "O", "H", "H", "O", "H", "H", "H", "H"], "xyz": [[2.505, -4.529, -1.535], [3.397, -4.321, -1.785], [2.302, -5.194, -2.252], [-3.354, 2.827, -1.062], [-3.022, 2.324, -1.809], [-4.127, 3.193, -1.331], [0.703, -3.421, 1.050], [0.458, -4.298, 0.663], [0.267, -2.900, 0.192], [0.001, 1.016, -2.819], [-0.467, 0.727, -3.669], [2.999, -1.351, 2.688], [0.083, 3.891, -2.230], [0.340, 3.395, -1.426], [-0.767, 4.243, -2.115], [4.222, 0.020, -0.145], [4.846, 0.435, -0.742], [2.442, 1.563, 0.955], [1.852, 1.115, 4.243], [1.439, 0.475, 3.677], [1.898, 0.712, 5.024], [-0.968, 0.912, 1.668], [1.012, 1.013, -2.842], [-1.200, 0.031, 2.028], [-4.266, -1.165, 2.894], [-0.011, 3.274, 2.379], [2.876, 2.084, 1.704], [1.918, 1.978, 2.209], [3.314, 1.414, 2.262], [-2.035, -0.362, -1.752], [-1.435, 0.278, -2.248], [-2.891, -0.030, -1.812], [0.819, 0.371, -0.768], [4.429, -0.831, -0.146], [0.281, -0.464, -1.179], [2.619, -0.654, 2.013], [3.303, -0.332, 1.295], [1.530, -0.249, -0.950], [0.419, 2.890, 1.565], [-0.269, 2.521, 1.062], [-3.989, -1.979, 3.542], [-0.986, -2.471, -2.826], [-1.452, -1.797, -2.417], [-1.300, -2.716, -3.693], [-4.437, -2.031, -1.714], [-4.196, -2.458, -0.993], [-5.254, -2.359, -1.892], [-1.368, 0.937, 0.841], [-4.845, -1.172, 2.203]], "forces_ev_per_angstrom": [[-0.7, -1.4, -1.4], [0.8, 0.4, 0.1], [-0.1, 1.0, 1.2], [3.8, -1.8, 1.3], [0.0, 0.1, -0.1], [-3.7, 1.8, -1.2], [-2.5, 1.0, -4.4], [0.7, 0.4, 0.9], [1.8, -1.4, 3.4], [-0.3, -0.3, -2.6], [2.1, 0.8, 1.0], [-0.7, 2.1, -2.5], [2.4, -1.0, 0.2], [-0.6, 0.6, -0.7], [-1.8, 0.7, 0.6], [-1.5, 5.6, 0.0], [0.1, 0.4, -0.1], [1.2, 0.5, -0.1], [-0.1, 2.9, -4.9], [-0.4, -0.6, -0.6], [0.4, -2.3, 5.3], [0.4, -1.6, 2.8], [-2.5, -0.1, -0.6], [0.0, 0.7, -0.3], [4.7, -1.3, 5.8], [0.5, -0.6, -1.4], [-3.7, -1.5, 0.7], [1.2, 1.9, -0.7], [0.7, -0.5, 0.1], [3.1, 0.7, -0.4], [-0.7, -0.9, 1.3], [-2.6, 0.5, -0.1], [-1.0, -4.3, -0.6], [1.5, -6.1, -0.1], [-0.1, 3.4, 1.5], [2.2, -0.5, 0.3], [-1.4, -1.7, 2.2], [2.1, 0.6, 0.7], [1.8, 2.3, 2.4], [-1.3, -0.9, -0.6], [-2.1, 2.7, -3.4], [2.8, -2.9, -0.9], [-2.3, 2.1, 0.7], [-0.4, 0.3, 0.0], [1.6, 4.4, -4.1], [2.2, -3.0, 5.3], [-3.8, -1.3, -1.2], [-1.4, -0.3, -2.5], [-2.6, -1.5, -2.4]], "nbo_charge": [-0.9335, 0.4608, 0.4734, -0.9317, 0.4618, 0.4703, -0.9366, 0.4740, 0.4625, -0.9856, 0.4896, 0.5155, -0.9408, 0.4677, 0.4734, -0.9555, 0.5082, 0.5633, -0.9512, 0.4820, 0.4780, -0.9695, 0.5205, 0.4962, -1.0015, 0.5057, -0.7837, 0.5949, 0.5552, -0.9830, 0.4943, 0.4892, -0.9560, 0.4786, 0.4982, -1.0243, 0.4905, 0.4605, -0.9640, 0.4995, 0.5155, -0.9917, 0.4862, 0.4787, -0.9211, 0.4573, 0.4647, 0.4768, 0.4865]}